1.
2 unconnected molecules or ions with the total composition C3H13N2Si in a non-equilibrium geometry, computed with ωB97M-V/def2-TZVPD.

Geometry as XYZ:
```
19
Properties=species:S:1:pos:R:3:mulliken_charge:R:1
C 1.70 -1.46 1.22 -0.8017
C 1.03 1.72 -1.53 -0.8209
C -0.13 -0.45 -0.13 -0.5091
N 0.37 -0.85 1.00 -0.1821
N 0.19 1.21 -0.35 -0.3380
Si -2.96 -0.63 0.11 0.4803
H 1.57 -2.14 2.17 0.2852
H 2.06 -2.03 0.39 0.3075
H 2.45 -0.69 1.27 0.2937
H 0.33 1.45 -2.47 0.2999
H 1.43 2.76 -1.58 0.3359
H 2.01 1.29 -1.57 0.3509
H 0.18 -0.98 -1.05 0.3735
H -0.12 -0.61 1.79 0.2434
H -0.73 1.63 -0.41 0.3633
H 0.61 1.62 0.58 0.3849
H -2.81 -0.82 1.63 -0.0194
H -3.42 -1.61 -0.89 -0.0051
H -3.76 0.60 -0.17 -0.0421
```

Summary:
**Strongest force on any atom**: 0.0754 Eh/bohr
**ΔE to the lowest compared entry with this formula, charge and spin**: 5.192 eV
**Charge**: +1
**E_HOMO**: -12.38 eV
**LUMO level**: -4.22 eV


2.
2 unconnected molecules or ions with the total composition C3H13N3 in a non-equilibrium geometry, computed with ωB97M-V/def2-TZVPD.

Geometry as XYZ:
```
19
Properties=species:S:1:pos:R:3:mulliken_spin:R:1
C 2.68 0.42 -0.09 0.3554
C 2.75 -1.13 -0.09 1.7092
N 1.80 -1.69 -1.05 0.1460
H 3.25 0.65 -1.00 -0.1453
H 3.10 0.99 0.74 -0.4322
H 1.61 0.62 -0.21 0.2862
H 2.64 -1.56 0.91 -0.8118
H 3.77 -1.37 -0.44 -0.0736
H 1.75 -2.69 -0.92 -0.1225
H 2.16 -1.49 -1.99 -0.2725
N -1.67 1.32 1.20 0.5651
C -2.14 0.76 -0.02 0.4331
N -3.57 0.34 0.03 -0.0626
H -1.08 2.14 1.22 -0.1840
H -1.49 0.70 1.97 -0.3775
H -1.52 -0.11 -0.29 0.0885
H -2.12 1.44 -0.87 -0.0351
H -4.06 1.10 0.51 -0.0311
H -3.57 -0.39 0.74 -0.0355
```

Summary:
**Strongest force on any atom**: 0.0327 Eh/bohr
**ΔE to the lowest compared entry with this formula, charge and spin**: 0.297 eV
**Charge**: -1
**Expectation value of S²**: 0.750
**Multiplicity**: 2
**E_HOMO (spin up / spin down)**: 1.45 / -5.51 eV
**LUMO level (spin up / spin down)**: 4.06 / 4.16 eV


3.
A molecular structure, C3H13N3 in a non-equilibrium geometry, computed with ωB97M-V/def2-TZVPD.

Geometry as XYZ:
```
19
Properties=species:S:1:pos:R:3:mulliken_charge:R:1
C -1.65 -1.78 -0.71 -0.6918
N -0.83 0.25 0.57 -0.2302
N -1.65 -1.16 0.61 -0.4141
N -1.53 1.31 -0.05 -0.5544
H -0.57 0.47 1.53 0.3556
H -2.61 -0.97 0.89 0.2523
H -2.20 1.04 -0.77 0.2336
H -2.08 1.94 0.53 0.2266
H -2.16 -1.19 -1.49 0.2608
H -2.12 -2.76 -0.65 0.3193
H -0.61 -1.92 -1.02 0.2494
C 1.71 1.05 -0.20 -0.8802
C 2.86 0.23 0.35 -0.8497
H 2.75 -0.82 0.08 0.2571
H 3.83 0.57 -0.03 0.3062
H 1.66 1.03 -1.28 0.3009
H 1.76 2.09 0.11 0.2973
H 0.53 0.33 0.10 0.3088
H 2.90 0.29 1.44 0.2526
```

Summary:
**Strongest force on any atom**: 0.0973 Eh/bohr
**ΔE to the lowest compared entry with this formula, charge and spin**: 4.421 eV
**Charge**: 0
**E_HOMO**: -7.49 eV
**LUMO level**: 0.82 eV